No. 1
2 unconnected molecules or ions with the total composition C9H14O. Source: the Open Molecules 2025 dataset; level of theory: ωB97M-V with the def2-TZVPD basis set.

Bonds (Å) are listed after each position.
Element x y z (Å)
1 C -1.99 2.30 1.66  C2 1.501, H9 1.090, H10 1.097, H11 1.085
2 C -1.46 1.12 0.90  C1 1.501, C3 1.378, C8 1.401
3 C -0.14 0.95 0.54  C2 1.378, C4 1.390, H12 1.088
4 C 0.24 0.18 -0.55  C3 1.390, C5 1.384, H13 1.076
5 C -0.71 -0.67 -1.09  C4 1.384, O6 1.382, C7 1.387
6 O -0.38 -1.41 -2.21  C5 1.382, H14 0.943
7 C -2.04 -0.60 -0.71  C5 1.387, C8 1.382, H15 1.082
8 C -2.39 0.22 0.34  C2 1.401, C7 1.382, H16 1.085
9 H -2.95 2.16 2.16  C1 1.090
10 H -2.29 2.97 0.84  C1 1.097
11 H -1.30 2.84 2.29  C1 1.085
12 H 0.60 1.68 0.85  C3 1.088
13 H 1.18 0.28 -1.06  C4 1.076
14 H 0.37 -1.97 -2.08  O6 0.943
15 H -2.80 -1.27 -1.09  C7 1.082
16 H -3.45 0.37 0.51  C8 1.085
17 C 3.02 -1.45 0.21  C18 1.542, H19 1.085, H20 1.092, H21 1.089
18 C 4.10 -0.45 0.66  C17 1.542, H22 1.078, H23 1.087, H24 1.105
19 H 3.23 -1.99 -0.71  C17 1.085
20 H 2.83 -2.14 1.03  C17 1.092
21 H 2.09 -0.89 0.12  C17 1.089
22 H 4.21 -0.37 1.73  C18 1.078
23 H 4.94 -0.38 -0.03  C18 1.087
24 H 3.67 0.55 0.44  C18 1.105

As for the frontier orbital gap: 9.464 eV. The calculation puts the HOMO energy at -8.52 eV. The total energy comes out at -426.5282 hartree. The charge is 0. As for the structure (SMILES): Cc1ccc(O)cc1.CC. As for the relative energy (zero: lowest compared OMol25 entry of this formula, charge and spin): 27.98 kcal per mole.



No. 2
2 unconnected molecules or ions with the total composition C9H14O. Source: the Open Molecules 2025 dataset; level of theory: ωB97M-V with the def2-TZVPD basis set.

Bonds (Å) are listed after each position.
Element x y z (Å)
1 C -1.20 -1.92 -1.70  C2 1.499, H9 1.093, H10 1.091, H11 1.090
2 C -1.28 -0.66 -0.90  C1 1.499, C3 1.398, C8 1.415
3 C -1.04 0.59 -1.48  C2 1.398, C4 1.386, H12 1.079
4 C -1.22 1.71 -0.68  C3 1.386, C5 1.365, H13 1.084
5 C -1.40 1.63 0.67  C4 1.365, O6 1.361, C7 1.408
6 O -1.26 2.74 1.45  C5 1.361, H14 0.971
7 C -1.57 0.37 1.28  C5 1.408, C8 1.370, H15 1.084
8 C -1.61 -0.74 0.48  C2 1.415, C7 1.370, H16 1.087
9 H -0.89 -1.63 -2.71  C1 1.093
10 H -2.14 -2.48 -1.68  C1 1.091
11 H -0.43 -2.61 -1.34  C1 1.090
12 H -0.95 0.61 -2.55  C3 1.079
13 H -1.12 2.71 -1.09  C4 1.084
14 H -1.37 2.59 2.40  O6 0.971
15 H -1.61 0.26 2.36  C7 1.084
16 H -1.53 -1.76 0.83  C8 1.087
17 C 2.61 -0.78 1.08  C18 1.526, H19 1.082, H20 1.095, H21 1.090
18 C 2.59 0.41 0.12  C17 1.526, H22 1.095, H23 1.087, H24 1.094
19 H 2.14 -0.59 2.04  C17 1.082
20 H 2.04 -1.63 0.69  C17 1.095
21 H 3.62 -1.14 1.25  C17 1.090
22 H 2.10 1.29 0.54  C18 1.095
23 H 3.55 0.73 -0.27  C18 1.087
24 H 1.97 0.30 -0.77  C18 1.094

As for the frontier orbital gap: 9.115 eV. The calculation puts the HOMO energy at -8.29 eV. The total energy comes out at -426.5498 hartree. The charge is 0. As for the structure (SMILES): Cc1ccc(O)cc1.CC. As for the relative energy (zero: lowest compared OMol25 entry of this formula, charge and spin): 14.44 kcal per mole.



No. 3
2 unconnected molecules or ions with the total composition C9H14O. Source: the Open Molecules 2025 dataset; level of theory: ωB97M-V with the def2-TZVPD basis set.

Bonds (Å) are listed after each position.
Element x y z (Å)
1 C -0.25 2.62 0.93  C2 1.512, H9 1.082, H10 1.089, H11 1.098
2 C -0.37 1.67 -0.24  C1 1.512, C3 1.406, C8 1.389
3 C -1.60 1.02 -0.41  C2 1.406, C4 1.386, H12 1.081
4 C -1.86 0.27 -1.54  C3 1.386, C5 1.389, H13 1.090
5 C -0.79 -0.21 -2.28  C4 1.389, O6 1.362, C7 1.392
6 O -0.97 -1.25 -3.14  C5 1.362, H14 0.977
7 C 0.43 0.44 -2.14  C5 1.392, C8 1.388, H15 1.080
8 C 0.66 1.34 -1.12  C2 1.389, C7 1.388, H16 1.083
9 H -0.85 2.35 1.79  C1 1.082
10 H -0.44 3.62 0.54  C1 1.089
11 H 0.81 2.76 1.19  C1 1.098
12 H -2.37 1.30 0.30  C3 1.081
13 H -2.86 -0.15 -1.65  C4 1.090
14 H -0.12 -1.69 -3.34  O6 0.977
15 H 1.25 0.21 -2.81  C7 1.080
16 H 1.61 1.85 -1.03  C8 1.083
17 C 0.97 -1.26 1.71  C18 1.541, H19 1.090, H20 1.089, H21 1.091
18 C 1.00 -2.77 2.04  C17 1.541, H22 1.099, H23 1.087, H24 1.097
19 H 1.44 -1.02 0.76  C17 1.090
20 H -0.06 -0.93 1.70  C17 1.089
21 H 1.41 -0.72 2.55  C17 1.091
22 H 0.19 -3.30 1.53  C18 1.099
23 H 0.87 -2.92 3.10  C18 1.087
24 H 1.86 -3.25 1.55  C18 1.097

As for the frontier orbital gap: 9.121 eV. The calculation puts the HOMO energy at -8.32 eV. The total energy comes out at -426.5496 hartree. The charge is 0. As for the structure (SMILES): Cc1ccc(O)cc1.CC. As for the relative energy (zero: lowest compared OMol25 entry of this formula, charge and spin): 14.58 kcal per mole.



No. 4
2 unconnected molecules or ions with the total composition C9H14O. Source: the Open Molecules 2025 dataset; level of theory: ωB97M-V with the def2-TZVPD basis set.

Bonds (Å) are listed after each position.
Element x y z (Å)
1 C 1.04 -3.03 0.44  C2 1.500, H9 1.076, H10 1.093, H11 1.088
2 C 0.14 -1.86 0.20  C1 1.500, C3 1.386, C8 1.391
3 C -0.22 -1.41 -1.06  C2 1.386, C4 1.384, H12 1.087
4 C -1.07 -0.35 -1.30  C3 1.384, C5 1.388, H13 1.082
5 C -1.65 0.26 -0.20  C4 1.388, O6 1.376, C7 1.383
6 O -2.61 1.24 -0.33  C5 1.376, H14 0.962
7 C -1.32 -0.15 1.08  C5 1.383, C8 1.385, H15 1.083
8 C -0.34 -1.12 1.28  C2 1.391, C7 1.385, H16 1.073
9 H 1.38 -3.07 1.46  C1 1.076
10 H 1.90 -2.98 -0.24  C1 1.093
11 H 0.57 -3.97 0.14  C1 1.088
12 H 0.27 -1.90 -1.90  C3 1.087
13 H -1.29 0.04 -2.28  C4 1.082
14 H -3.23 0.99 -1.02  O6 0.962
15 H -1.74 0.38 1.93  C7 1.083
16 H -0.01 -1.27 2.28  C8 1.073
17 C 0.52 2.75 -0.36  C18 1.538, H19 1.089, H20 1.098, H21 1.092
18 C 1.52 1.76 0.26  C17 1.538, H22 1.088, H23 1.087, H24 1.091
19 H -0.35 3.00 0.24  C17 1.089
20 H 1.03 3.72 -0.48  C17 1.098
21 H 0.19 2.48 -1.37  C17 1.092
22 H 1.69 0.86 -0.33  C18 1.088
23 H 1.09 1.43 1.21  C18 1.087
24 H 2.50 2.21 0.34  C18 1.091

As for the frontier orbital gap: 9.446 eV. The calculation puts the HOMO energy at -8.56 eV. The total energy comes out at -426.5570 hartree. The charge is 0. As for the structure (SMILES): Cc1ccc(O)cc1.CC. As for the relative energy (zero: lowest compared OMol25 entry of this formula, charge and spin): 9.88 kcal per mole.



No. 5
2 unconnected molecules or ions with the total composition C9H14O. Source: the Open Molecules 2025 dataset; level of theory: ωB97M-V with the def2-TZVPD basis set.

Bonds (Å) are listed after each position.
Element x y z (Å)
1 C 1.51 0.93 0.31  C2 1.517, H9 1.086, H10 1.090, H11 1.072
2 C 0.06 1.31 0.11  C1 1.517, C3 1.397, C8 1.391
3 C -0.98 0.37 0.08  C2 1.397, C4 1.388, H12 1.083
4 C -2.25 0.77 -0.33  C3 1.388, C5 1.386, H13 1.078
5 C -2.50 2.11 -0.55  C4 1.386, O6 1.386, C7 1.378
6 O -3.78 2.48 -0.96  C5 1.386, H14 0.969
7 C -1.55 3.08 -0.31  C5 1.378, C8 1.394, H15 1.083
8 C -0.25 2.66 0.00  C2 1.391, C7 1.394, H16 1.079
9 H 1.89 0.38 -0.54  C1 1.086
10 H 1.61 0.27 1.17  C1 1.090
11 H 2.07 1.81 0.56  C1 1.072
12 H -0.84 -0.66 0.37  C3 1.083
13 H -3.06 0.07 -0.47  C4 1.078
14 H -3.68 3.26 -1.53  O6 0.969
15 H -1.79 4.13 -0.37  C7 1.083
16 H 0.57 3.35 0.09  C8 1.079
17 C 2.06 -3.76 0.70  C18 1.540, H19 1.090, H20 1.088, H21 1.092
18 C 1.20 -2.80 -0.13  C17 1.540, H22 1.082, H23 1.091, H24 1.089
19 H 1.71 -3.78 1.74  C17 1.090
20 H 2.02 -4.75 0.26  C17 1.088
21 H 3.12 -3.50 0.79  C17 1.092
22 H 1.48 -1.75 -0.18  C18 1.082
23 H 0.21 -2.80 0.33  C18 1.091
24 H 1.15 -3.18 -1.15  C18 1.089

As for the frontier orbital gap: 9.437 eV. The calculation puts the HOMO energy at -8.51 eV. The total energy comes out at -426.5568 hartree. The charge is 0. As for the structure (SMILES): Cc1ccc(O)cc1.CC. As for the relative energy (zero: lowest compared OMol25 entry of this formula, charge and spin): 10.01 kcal per mole.



No. 6
2 unconnected molecules or ions with the total composition C9H14O. Source: the Open Molecules 2025 dataset; level of theory: ωB97M-V with the def2-TZVPD basis set.

Bonds (Å) are listed after each position.
Element x y z (Å)
1 C 3.09 -0.42 2.58  C2 1.514, H9 1.086, H10 1.097, H11 1.087
2 C 1.89 -0.58 1.67  C1 1.514, C3 1.384, C8 1.405
3 C 2.03 -1.07 0.39  C2 1.384, C4 1.384, H12 1.085
4 C 0.92 -1.40 -0.38  C3 1.384, C5 1.409, H13 1.079
5 C -0.36 -1.15 0.16  C4 1.409, O6 1.370, C7 1.384
6 O -1.49 -1.46 -0.55  C5 1.370, H14 0.954
7 C -0.47 -0.44 1.34  C5 1.384, C8 1.397, H15 1.085
8 C 0.64 -0.18 2.16  C2 1.405, C7 1.397, H16 1.080
9 H 3.12 -1.01 3.50  C1 1.086
10 H 3.32 0.64 2.72  C1 1.097
11 H 3.98 -0.76 2.04  C1 1.087
12 H 2.95 -1.37 -0.10  C3 1.085
13 H 0.97 -1.82 -1.37  C4 1.079
14 H -1.51 -1.05 -1.42  O6 0.954
15 H -1.44 -0.09 1.68  C7 1.085
16 H 0.67 0.58 2.93  C8 1.080
17 C -2.53 0.97 -2.72  C18 1.554, H19 1.089, H20 1.089, H21 1.093
18 C -2.09 1.99 -1.63  C17 1.554, H22 1.091, H23 1.078, H24 1.085
19 H -2.83 0.11 -2.12  C17 1.089
20 H -3.32 1.22 -3.44  C17 1.089
21 H -1.73 0.80 -3.44  C17 1.093
22 H -2.51 1.70 -0.66  C18 1.091
23 H -2.26 3.02 -1.90  C18 1.078
24 H -1.04 1.78 -1.47  C18 1.085

As for the frontier orbital gap: 9.512 eV. The calculation puts the HOMO energy at -8.60 eV. The total energy comes out at -426.5361 hartree. The charge is 0. As for the structure (SMILES): Cc1ccc(O)cc1.CC. As for the relative energy (zero: lowest compared OMol25 entry of this formula, charge and spin): 23.02 kcal per mole.



Question: What is the relative energy (zero: lowest compared OMol25 entry of this formula, charge and spin) in the fourth record?
Answer: 9.88 kcal per mole



Question: Among the records above, which one has the lowest frontier orbital gap?
Answer: number 2



Question: The highest frontier orbital gap belongs to which entry?
Answer: number 6



Question: Number 2 is which compound?
Answer: C9H14O